A cluster of 10 separate species, C25H73N5O10 in total at a distorted geometry, computed with ωB97M-V/def2-TZVPD.

Results
- SMILES string = COC[C@H](C)N.COC[C@H](C)N.COC[C@H](C)N.NC(N)=O.CCO.CCO.CCO.CCO.CCO.CCO
- 2S+1 = 1
- E (eV) = -55031.9319
- LUMO level (eV) = 0.51
- relative energy (zero: lowest compared OMol25 entry of this formula, charge and spin) (kcal/mol) = 0.00

Positions of all 113 atoms, in Å:
O (-2.873, 4.586, 2.157)
O (1.854, 3.722, -1.110)
O (-0.909, 0.005, 2.001)
O (-0.925, -2.754, 2.820)
O (2.231, -6.640, 2.559)
O (-0.446, 4.879, -1.708)
O (4.400, -0.907, -1.537)
O (-4.264, -1.843, -2.431)
O (-5.099, -0.078, 5.342)
O (1.051, -0.827, -4.559)
N (-1.394, 3.925, -4.411)
N (-0.642, -4.936, 1.097)
N (-1.492, 2.927, 2.843)
N (3.751, 2.324, -3.181)
N (-2.651, 2.719, 0.870)
C (0.068, 6.040, -2.333)
C (4.298, 0.952, -3.042)
C (0.398, -0.058, 1.416)
C (-1.899, 3.499, -3.115)
C (-3.285, -3.301, 3.030)
C (0.447, 1.039, 0.340)
C (-3.060, -1.260, -0.444)
C (-1.795, 4.583, -2.050)
C (1.665, -4.485, 0.622)
C (0.697, -5.564, 1.125)
C (-4.373, -1.130, -1.205)
C (1.300, -1.534, -2.247)
C (1.748, -1.746, -3.705)
C (2.379, 5.225, 0.625)
C (0.911, -6.182, 2.478)
C (-1.373, 2.151, -2.642)
C (-2.367, 3.478, 1.941)
C (5.724, 0.918, -3.576)
C (-4.083, 0.333, 3.200)
C (4.531, -1.400, -0.200)
C (2.896, 4.571, -0.665)
C (4.168, 0.485, -1.583)
C (2.519, -7.371, 3.719)
C (-5.329, 0.544, 4.069)
C (-1.998, -2.871, 3.757)
H (-4.210, 0.905, 2.275)
H (-2.969, 3.350, -3.312)
H (3.466, -7.893, 3.698)
H (2.813, -1.597, -3.876)
H (-3.199, 0.742, 3.690)
H (-1.118, 3.580, 3.506)
H (-4.875, 0.550, 6.028)
H (3.828, 4.009, -0.586)
H (-3.171, -4.303, 2.604)
H (-1.610, 1.351, -3.344)
H (-0.138, 6.937, -1.739)
H (-2.184, 1.830, 0.812)
H (1.336, -0.488, -1.955)
H (1.483, 5.786, 0.369)
H (-3.907, -0.715, 2.976)
H (-0.300, 2.149, -2.434)
H (1.437, -2.736, -4.041)
H (0.316, -1.942, -2.017)
H (-1.029, 2.046, 2.692)
H (0.627, -5.517, 3.308)
H (2.355, -6.774, 4.627)
H (-5.525, 1.597, 4.264)
H (-1.367, -5.645, 1.217)
H (2.851, 2.327, -2.689)
H (3.676, 0.258, -3.608)
H (1.458, -3.576, 1.192)
H (3.183, 0.850, -1.271)
H (-3.332, 3.178, 0.290)
H (-3.185, -0.826, 0.549)
H (1.159, 6.023, -2.367)
H (-1.252, 3.154, -5.052)
H (-1.871, 1.894, -1.702)
H (0.977, 4.134, -1.308)
H (-0.499, 4.400, -4.411)
H (6.089, -0.096, -3.727)
H (0.732, -1.035, 1.063)
H (-4.552, -0.081, -1.468)
H (0.206, -7.015, 2.626)
H (-6.150, -0.014, 3.619)
H (-0.947, -0.871, 2.434)
H (-0.261, 6.177, -3.363)
H (1.095, 0.235, 2.213)
H (3.090, 5.347, -1.420)
H (-5.108, -1.778, -2.889)
H (-2.211, -0.848, -0.988)
H (-0.879, -4.556, 0.185)
H (3.139, 5.885, 1.050)
H (0.626, -6.386, 0.401)
H (-4.121, -3.407, 3.726)
H (2.691, -4.717, 0.919)
H (4.257, 2.855, -2.464)
H (-3.573, -2.664, 2.196)
H (6.370, 1.476, -2.895)
H (2.129, 4.432, 1.328)
H (1.581, -0.052, -4.757)
H (-2.220, -1.944, 4.284)
H (1.724, -8.123, 3.873)
H (-1.721, -3.645, 4.480)
H (0.589, 2.013, 0.815)
H (1.629, -4.371, -0.457)
H (4.898, 1.033, -0.970)
H (-0.949, -3.596, 2.286)
H (4.362, -2.473, -0.247)
H (-2.832, -2.312, -0.253)
H (1.302, 0.996, -0.335)
H (5.747, 1.401, -4.554)
H (3.892, -0.827, 0.471)
H (-0.469, 1.077, -0.241)
H (-5.169, -1.455, -0.526)
H (2.028, -2.160, -1.719)
H (-2.368, 5.464, -2.350)
H (-2.224, 4.255, -1.102)
H (5.579, -1.275, 0.098)